[1]
The following is a quantum chemistry calculation of an isolated ion of composition C4H3BF5 and charge -1, from the OMol25 dataset.

Calculated values
Calculated total energy (eV): -18461.0523
Charge: -1
E_LUMO (eV): 3.93
HOMO (eV): -5.0
Multiplicity: 1
HOMO-LUMO gap (eV): 9.0
Relative energy (zero: lowest compared OMol25 entry of this formula, charge and spin) (kcal per mole): 0.00

```
13
C4H3BF5, DFT ωB97M-V/def2-TZVPD
C 2.685 -0.490 0.496
C 1.764 0.105 -0.018
B 0.544 0.843 -0.714
C -0.806 0.633 0.171
F -0.651 0.980 1.499
F -1.837 1.440 -0.274
C -1.402 -0.819 0.193
F -1.533 -1.311 1.438
F -0.662 -1.699 -0.480
F -2.634 -0.870 -0.352
H 3.487 -1.076 0.869
H 0.757 2.032 -0.848
H 0.348 0.359 -1.816
```

---

[2]
The following is a quantum chemistry calculation of C4H3BaLiO2 as an isolated structure in a non-equilibrium geometry, from the OMol25 dataset.

Calculated values
Calculated total energy (eV): -9170.0425
Charge: +2
E_LUMO (alpha / beta) (eV): -8.23 / -8.20
HOMO (alpha / beta) (eV): -12.9 / -11.7
Multiplicity: 1
HOMO-LUMO gap (alpha / beta) (eV): 4.6 / 3.5

```
11
C4H3BaLiO2, DFT ωB97M-V/def2-TZVPD
H -0.573 -4.473 2.541
C -0.276 1.789 -0.167
C 0.047 0.635 -1.022
C 0.719 -0.383 -0.499
C 0.980 -1.412 0.235
O 1.402 -2.296 0.876
O -0.801 2.810 -0.595
Ba -2.212 4.753 -2.330
H -0.014 1.723 0.902
H -0.248 0.686 -2.077
Li 0.976 -3.833 2.137
```

---

[3]
The following is a quantum chemistry calculation of C4H3BiO2 as an isolated structure in a non-equilibrium geometry, from the OMol25 dataset.

Calculated values
Calculated total energy (eV): -14118.6631
Charge: +1
E_LUMO (alpha / beta) (eV): -7.53 / -7.57
HOMO (alpha / beta) (eV): -12.6 / -13.9
Multiplicity: 2
HOMO-LUMO gap (alpha / beta) (eV): 5.1 / 6.4
<S²>: 0.772

```
10
C4H3BiO2, DFT ωB97M-V/def2-TZVPD
O -1.998 -1.089 -1.382
C -0.870 -1.110 -0.646
C -0.277 0.117 -0.355
C 0.732 0.097 0.659
C 1.419 1.295 1.016
O 0.917 2.326 1.519
H -0.596 1.042 -0.863
H 2.517 1.301 0.831
Bi 0.348 -1.993 0.897
H -2.191 -1.987 -1.676
```

---

What did we get for molar mass? Answer: 156.9 227.3 292.0 g/mol, in the order shown.